[1]
# C13H14Cl2N2O2Sn

C13H14Cl2N2O2Sn as an isolated structure at a distorted geometry (wB97M-V/def2-TZVPD, the Open Molecules 2025 dataset).

Each line ends with the Mulliken charge.
CARTESIAN COORDINATES (ANGSTROEM)
Sn  8.9058  3.8235  11.8063  0.807
Cl  11.0762  5.0809  12.6715  -0.043
Cl  10.5963  6.8950  10.4445  -0.065
O  10.1777  3.1559  10.1362  -0.459
O  9.4940  2.3130  13.3100  -0.609
N  8.3610  0.6554  12.1828  -0.371
N  8.3303  1.6080  11.4123  0.388
C  7.7022  1.4765  10.0310  0.652
C  9.0167  -2.1117  15.0161  -0.749
C  8.4009  2.0681  9.0590  -0.716
C  9.5007  -1.7730  16.3059  -0.188
C  9.1384  0.2511  14.5017  0.272
C  9.7708  2.5881  9.1205  1.038
C  9.7189  0.5158  15.7289  -0.276
C  6.4034  0.8728  9.9735  -1.316
C  8.7437  -1.0628  14.1539  -0.065
C  10.4555  2.4297  7.8335  -1.241
C  9.0130  1.1797  13.4317  0.727
C  10.8204  6.8021  12.1221  -0.269
C  9.8900  -0.4697  16.6216  -0.679
H  5.7692  1.3074  10.7711  0.342
H  7.9014  2.0910  8.0601  0.272
H  8.6526  -3.1187  14.7914  0.373
H  11.2110  3.2790  7.7537  0.332
H  6.3018  -0.2207  10.0435  0.326
H  9.6350  -2.6191  17.0325  0.372
H  10.2632  -0.2390  17.5687  0.477
H  9.8649  1.5354  16.0343  0.381
H  8.0844  -1.1719  13.3038  0.419
H  10.7241  1.4067  7.6232  0.389
H  11.7048  7.3455  12.3721  0.340
H  9.9487  7.2682  12.6397  0.317
H  5.9330  1.1276  8.9856  0.391
H  9.7463  2.6062  7.0112  0.430

Its net charge is +2. The LUMO energy comes out at -8.64 eV. The HOMO-LUMO gap comes out at 7.20 eV. Its relative energy (zero: lowest compared OMol25 entry of this formula, charge and spin) is 0.000 eV. As for the maximum force: 2.99 eV/A.



[2]
# C32H28BCrFN2O8Se

C32H28BCrFN2O8Se as an isolated structure (wB97M-V/def2-TZVPD, the Open Molecules 2025 dataset).

Each line ends with the Löwdin spin population.
CARTESIAN COORDINATES (ANGSTROEM)
Se  -1.9530  1.4236  0.6865  -0.017
Cr  0.2166  0.1777  0.2950  3.026
F  1.8953  2.0190  6.7457  0.000
O  0.5602  0.1111  2.3943  0.011
O  2.1169  -0.6124  0.1083  -0.003
O  -1.1071  0.2940  -2.6617  -0.010
O  -2.0797  -3.0736  1.3963  0.010
O  1.7429  1.5361  0.1661  0.000
O  -0.8319  -1.4739  0.4846  0.026
O  1.1803  0.2905  -2.7313  -0.012
O  3.7488  2.9164  -1.1083  0.000
N  -1.8039  -1.7371  5.1686  0.002
N  -1.1756  4.3214  0.5338  -0.004
C  0.6917  0.3399  -4.0002  -0.005
C  -0.6965  0.3394  -3.9571  -0.004
C  4.8783  -0.1777  0.4292  0.001
C  -2.9208  -1.5436  7.3360  0.000
C  -0.7998  0.5217  -8.8796  0.000
C  -2.5604  1.6972  -7.5898  0.000
C  -2.6388  -2.4602  6.1549  0.000
C  4.0216  0.8083  -0.0473  -0.001
C  -1.8565  -2.0632  3.8642  0.002
C  -0.8024  0.4243  -6.3373  0.000
C  -0.8666  -0.7902  5.5857  0.000
C  -1.6237  -1.0876  7.9758  0.000
C  -3.9367  -2.9689  5.5480  0.000
C  1.3621  0.3832  -5.1971  0.000
C  5.9567  2.1114  -0.6634  0.000
C  -1.4400  3.1979  0.5905  0.000
C  6.7894  1.1239  -0.1659  0.001
C  -1.4606  0.3809  -5.0975  0.000
C  -0.7396  -0.4421  6.9472  0.000
C  0.1944  0.5036  7.3022  0.000
C  -1.3711  -2.0747  1.4736  0.008
C  -1.6501  0.4625  -7.6110  0.000
C  0.5896  0.4254  -6.3643  0.000
C  6.2549  -0.0314  0.3855  0.000
C  0.8921  0.7843  5.0118  0.000
C  2.5531  0.5739  0.0711  0.013
C  -2.5203  -0.8006  -7.6822  0.000
C  4.5717  1.9655  -0.6066  0.001
C  0.9975  1.0977  6.3343  0.000
C  -0.0516  -0.1787  4.6290  0.000
C  -1.1149  -1.5122  2.8638  0.002
C  -0.1668  -0.4988  3.1949  0.003
B  0.0564  0.2646  -1.8607  -0.054
H  -3.5007  -0.6842  6.9866  0.000
H  -3.1735  1.7305  -8.4948  0.000
H  6.3737  3.0104  -1.1048  0.000
H  -1.4540  0.5517  -9.7540  0.000
H  7.8630  1.2589  -0.2167  0.000
H  0.3099  0.8036  8.3365  0.000
H  -2.0509  -3.3137  6.5150  0.000
H  -1.1136  -1.9532  8.4121  0.000
H  -2.5398  0.3811  -5.0206  0.000
H  -3.1853  -0.8773  -6.8219  0.000
H  4.2818  3.6271  -1.4812  0.000
H  1.1093  0.4610  -7.3114  0.000
H  2.4432  0.3851  -5.2353  0.000
H  -3.2312  1.6867  -6.7308  0.000
H  -0.1562  -0.3547  -8.9738  0.000
H  6.9010  -0.8080  0.7715  0.000
H  -1.8979  -1.6970  -7.7016  0.000
H  -0.1697  1.4127  -8.9034  0.000
H  4.4300  -1.0740  0.8372  0.000
H  -3.1366  -0.7868  -8.5855  0.000
H  -4.4699  -2.1634  5.0409  0.000
H  -4.5686  -3.3438  6.3537  0.000
H  -2.5505  -2.8347  3.5666  0.000
H  -3.7938  -3.7838  4.8420  0.000
H  1.4983  1.2574  4.2523  0.000
H  -1.8102  -0.3884  8.7922  0.000
H  -3.5384  -2.0863  8.0533  0.000
H  -1.9710  2.6143  -7.5397  0.000

Its net charge is -1. The LUMO energy (spin up / spin down) comes out at 2.04 / 2.04 eV. Its spin multiplicity is 4. The HOMO-LUMO gap (spin up / spin down) comes out at 6.81 / 6.89 eV. Its relative energy (zero: lowest compared OMol25 entry of this formula, charge and spin) is 0.000 eV. As for the maximum force: 0.31 eV/A.



[3]
# C27H33BNO5

A 2-piece molecular cluster, C27H33BNO5 overall at a distorted geometry (wB97M-V/def2-TZVPD, the Open Molecules 2025 dataset).

Each line ends with the Mulliken charge.
CARTESIAN COORDINATES (ANGSTROEM)
O  1.4208  3.5121  1.4230  -0.253
O  3.2345  -3.7559  2.6703  -0.429
O  1.4990  0.5277  2.0045  -0.022
O  -0.7066  0.7416  0.6368  -0.254
O  -3.9875  -2.0134  -6.2350  -0.421
N  -0.5845  0.9916  3.0288  0.219
C  -2.0297  -0.6813  -5.9956  -0.681
C  3.7818  -2.2001  0.9599  -0.680
C  0.8229  2.5518  0.6108  0.710
C  -2.8800  -1.9089  -4.0526  -0.542
C  -2.0003  0.5112  1.2105  -0.532
C  2.8527  -3.0961  1.5392  0.647
C  1.5531  -3.1719  0.9910  -0.588
C  0.4136  3.2538  -0.5286  -0.640
C  -0.8477  -0.5440  -3.8545  0.646
C  -1.8038  -1.4460  -3.3045  -0.399
C  1.3588  4.7508  0.8415  0.503
C  1.9506  -1.0465  -0.1654  0.737
C  -3.0166  -1.5267  -5.4135  0.742
C  1.4031  0.1025  -0.8203  -0.708
C  -1.6726  0.0380  2.6111  -0.705
C  1.6679  0.3638  3.4555  -0.431
C  0.7237  4.6389  -0.3703  -0.998
C  -0.9697  -0.2334  -5.2394  -0.725
C  -4.8732  -3.0728  -5.7950  -0.785
C  0.3460  -0.1240  -1.7163  0.020
C  3.3255  -1.1560  0.1875  -0.386
C  0.2837  0.3170  4.0620  -0.623
C  -1.0955  2.3175  3.4419  -0.930
C  2.2152  -4.1511  3.6169  -0.573
C  1.9185  5.8861  1.5683  -1.329
C  0.2115  0.0600  -3.0799  -0.248
C  1.1614  -2.2080  0.0770  -0.433
B  0.2901  1.1384  1.5994  -0.302
H  -0.5118  -0.6212  -1.2622  -0.442
H  -0.0366  -0.7269  4.1334  0.278
H  1.0082  0.5855  -3.6201  0.389
H  -1.2017  -0.9596  2.5849  0.350
H  -0.2337  0.4397  -5.6836  0.365
H  2.7489  -4.4692  4.5131  0.269
H  0.8415  -3.9229  1.3458  0.341
H  1.6856  5.8287  2.6417  0.299
H  0.1359  0.7516  5.0533  0.423
H  -1.7468  -1.7332  -2.2558  0.425
H  1.5144  6.8247  1.1636  0.349
H  -1.9694  2.1832  4.1002  0.318
H  3.0107  5.9284  1.4485  0.259
H  -2.4684  -0.2857  0.6175  0.428
H  4.8257  -2.3166  1.2341  0.427
H  -4.3231  -3.9057  -5.3395  0.339
H  -2.4833  0.0368  3.3356  0.397
H  -5.6140  -2.6965  -5.0798  0.333
H  -0.0007  2.8305  -1.4391  0.461
H  -0.2956  2.8683  3.9666  0.388
H  -2.1331  -0.4100  -7.0442  0.412
H  0.2174  -2.3621  -0.4654  0.460
H  0.4921  5.4593  -1.0522  0.413
H  2.2411  1.1989  3.8892  0.298
H  -3.6077  -2.5918  -3.6017  0.388
H  -5.3801  -3.4068  -6.7030  0.243
H  -1.4015  2.8869  2.5452  0.344
H  1.5654  -3.2979  3.8622  0.163
H  -2.6219  1.4335  1.2379  0.254
H  2.1944  -0.5851  3.6135  0.339
H  4.0170  -0.4095  -0.1895  0.477
H  1.9352  1.0710  -0.7417  0.885
H  1.6290  -4.9926  3.2266  0.319

Its net charge is +1. The LUMO energy comes out at -4.57 eV. The HOMO-LUMO gap comes out at 5.28 eV. Its relative energy (zero: lowest compared OMol25 entry of this formula, charge and spin) is 0.462 eV. As for the maximum force: 2.93 eV/A.



[4]
# C13H39O6

A 6-piece molecular cluster, C13H39O6 overall at a distorted geometry (wB97M-V/def2-TZVPD, the Open Molecules 2025 dataset).

Each line ends with the Mulliken charge.
CARTESIAN COORDINATES (ANGSTROEM)
O  -2.4826  0.7158  1.2180  -0.507
O  -0.7600  0.5961  -3.2731  -0.459
O  1.4449  -1.7308  -0.6451  -0.676
O  0.8193  2.4853  -0.2519  -0.539
O  -0.3742  0.1227  -0.4122  0.521
O  0.0536  0.1723  2.3574  -0.216
C  -0.6560  -0.6156  -4.0255  -0.178
C  2.6813  3.8916  -0.1213  -1.532
C  0.9477  -3.0981  -0.4795  -0.428
C  0.1030  -3.5169  -1.6409  -0.872
C  0.8399  -1.2532  3.9440  -1.433
C  1.1678  -0.0428  3.0569  0.364
C  -3.5675  -0.1462  0.8849  0.628
C  2.8334  1.4629  -0.6778  -1.117
C  -3.1486  -1.1071  -0.2150  -1.267
C  2.1659  2.5314  0.1875  1.237
C  -4.7869  0.7161  0.4931  -1.394
C  0.8289  -0.8974  -4.0466  -0.620
C  1.4012  1.2076  3.9188  -1.486
H  -0.1380  -4.5792  -1.6793  0.456
H  0.9566  -1.7343  -4.7332  0.357
H  1.3677  2.1401  3.3554  0.311
H  0.6584  1.3213  4.7083  0.409
H  -2.7840  1.3291  1.8922  0.247
H  -2.3328  -1.7467  0.1217  0.201
H  -5.2814  1.0881  1.3904  0.407
H  -2.8101  -0.6026  -1.1200  0.242
H  -1.5173  1.0861  -3.6017  0.244
H  1.6545  -1.6075  4.5758  0.411
H  -5.5439  0.1128  -0.0079  0.374
H  1.7742  -3.8005  -0.3724  0.523
H  -3.9208  -1.8192  -0.5058  0.473
H  2.2979  -1.7993  -1.0802  0.268
H  2.5046  1.5108  -1.7159  0.356
H  2.3716  1.1532  4.4122  0.392
H  -0.0016  -1.0682  4.6117  0.349
H  1.1895  -1.1614  -3.0524  -0.241
H  -1.3061  -1.3329  -3.5246  0.140
H  2.6096  4.1442  -1.1792  0.343
H  3.9154  1.5065  -0.8024  0.464
H  0.3519  -3.0934  0.4332  0.138
H  0.6547  -2.0930  3.2743  0.281
H  0.4679  3.3237  0.0568  0.228
H  1.4480  -0.0458  -4.3287  0.373
H  0.6279  -3.3159  -2.5748  0.217
H  2.5920  0.4681  -0.3035  -0.067
H  -1.0857  -0.4257  -5.0091  0.472
H  -0.6595  0.3925  2.9612  0.238
H  -3.7887  -0.7205  1.7845  0.263
H  -0.8441  -2.9957  -1.7808  0.081
H  -4.3696  1.4771  -0.1665  0.333
H  2.0882  4.6500  0.3898  0.495
H  -0.8722  0.1898  0.4058  0.246
H  0.2728  -0.5864  -0.4187  0.152
H  2.0065  -0.1935  2.3772  0.369
H  0.0309  0.9648  -0.6322  0.384
H  2.2431  2.2910  1.2478  -0.339
H  3.6608  4.0784  0.3190  0.384

Its net charge is +1. The LUMO energy comes out at -2.11 eV. The HOMO-LUMO gap comes out at 10.83 eV. Its relative energy (zero: lowest compared OMol25 entry of this formula, charge and spin) is 0.807 eV. As for the maximum force: 4.59 eV/A.



[5]
# C4H7NO2

An isolated molecule of C4H7NO2 (wB97M-V/def2-TZVPD, the Open Molecules 2025 dataset).

Each line ends with the Mulliken charge.
CARTESIAN COORDINATES (ANGSTROEM)
O  0.6478  -0.6087  -0.0794  -0.399
O  0.0797  1.5083  -1.0019  -0.415
N  -1.0967  -1.9691  0.3698  -0.520
C  1.2565  1.0762  -1.6901  -0.482
C  0.9977  0.7221  -0.3047  0.113
C  -0.8560  0.0894  1.6358  -0.923
C  -0.4768  -0.7740  0.6915  0.785
H  -1.0428  -2.2292  -0.6045  0.248
H  -0.2017  0.8836  1.9652  0.219
H  1.4884  1.2161  0.5343  0.451
H  -2.0212  -2.0734  0.7629  0.222
H  1.9690  1.8541  -1.9544  0.264
H  1.0798  0.3005  -2.4322  0.217
H  -1.8236  0.0041  2.1076  0.220

The structure (SMILES) is C=C(N)O[C@H]1CO1. Its net charge is 0. The LUMO energy comes out at 1.06 eV. The HOMO-LUMO gap comes out at 9.33 eV. Its relative energy (zero: lowest compared OMol25 entry of this formula, charge and spin) is 2.755 eV. As for the maximum force: 0.35 eV/A.